267
Properties=species:S:1:pos:R:3:forces:R:3 method="wB97M-V/def2-TZVPD" charge=+4 e_homo_ha=-0.3934 lumo_energy_ev=-5.7 energy_ev=-134350.940 homo_lumo_gap_ev=5.04
O 8.127360 6.149140 11.686070 0.22 -0.16 -0.38
H 8.638770 5.960680 10.875230 -0.31 0.14 0.50
C 2.721920 3.834750 15.301020 -0.03 0.86 -1.26
C 3.047370 3.863760 13.779890 1.29 -0.66 0.23
C 3.696000 2.542190 13.206060 -0.35 2.72 -0.75
C 5.065440 2.337060 13.858590 -0.43 -0.51 -0.73
P 6.134760 1.296430 12.788420 -0.10 -0.79 0.24
C 7.815610 1.295400 13.457190 0.12 0.17 0.75
C 7.933600 1.452590 15.033060 0.41 -0.27 -0.23
C 9.097600 0.565230 15.662890 -1.13 -0.19 -0.61
C 8.804510 -0.956940 15.622870 -0.44 1.02 -0.16
C 5.545560 -0.389730 12.876040 0.42 -1.62 -1.21
C 4.299950 -0.897410 12.057770 -0.22 0.81 1.61
C 4.030070 -2.406750 12.265160 -0.89 0.84 0.03
C 2.539980 -2.749620 11.827300 1.96 -0.14 -0.33
C 6.230990 1.621400 10.966380 -0.77 1.83 0.22
C 6.796990 0.641780 9.962600 1.59 -1.39 -0.16
C 7.020430 1.203800 8.544930 -2.24 0.98 -1.25
C 6.907250 0.257400 7.313300 1.52 -0.30 0.99
H 2.508330 4.871850 15.559660 -0.49 -0.08 0.23
H 3.576300 3.609250 15.939210 0.04 -0.46 -0.21
H 1.866120 3.191870 15.506960 0.13 0.06 0.21
H 3.820240 4.601990 13.565910 0.33 0.19 0.50
H 2.281930 4.278440 13.123970 -0.72 -0.67 0.32
H 3.915430 2.836920 12.179860 -0.33 -0.26 -0.38
H 2.983920 1.717900 13.166070 0.44 -0.28 0.43
H 4.821970 1.969390 14.855400 0.92 -0.72 0.00
H 5.689060 3.220860 13.993110 -0.54 0.60 -0.12
H 8.405970 2.072090 12.971050 -0.08 0.02 -0.19
H 8.143180 0.326730 13.079710 0.54 -0.07 0.22
H 6.917500 1.360400 15.416640 0.23 -0.74 0.64
H 8.163290 2.491100 15.271460 0.16 0.10 -0.34
H 9.435540 0.872070 16.652710 -0.50 0.32 0.02
H 9.931330 0.789240 14.997440 0.28 -0.22 0.02
H 9.625410 -1.561970 16.007770 0.14 0.05 -0.57
H 8.521500 -1.118120 14.582660 0.45 -0.87 -0.08
H 7.933480 -1.278870 16.193630 -0.11 0.44 0.27
H 5.528700 -0.766150 13.898850 -0.34 0.28 0.19
H 6.387450 -0.936640 12.451520 0.43 -0.14 -0.10
H 4.250560 -0.553140 11.024750 0.40 -0.17 -0.06
H 3.504110 -0.357770 12.571120 -0.60 -0.17 -0.27
H 4.167630 -2.551510 13.336710 -0.32 -0.27 0.15
H 4.813900 -3.020090 11.820730 -0.26 -0.08 -0.45
H 1.837530 -2.100770 12.350410 -0.03 -0.33 0.07
H 2.342760 -3.817320 11.923360 -0.19 0.15 0.58
H 2.440300 -2.599020 10.752370 -0.01 0.38 -0.07
H 6.676250 2.609050 10.846440 0.45 0.16 0.20
H 5.216790 1.831730 10.626880 -0.38 -0.12 0.22
H 6.173440 -0.252070 9.980380 -0.13 0.00 -0.47
H 7.787230 0.263550 10.216520 0.11 -0.04 0.69
H 7.893640 1.837410 8.389540 0.41 -0.37 0.66
H 6.226910 1.932920 8.381200 -0.33 0.28 0.08
H 7.155000 0.763820 6.380430 -0.48 0.39 0.10
H 5.995650 -0.330660 7.207100 0.00 0.22 0.20
H 7.765280 -0.407790 7.410340 -0.17 -0.67 -0.07
C 9.538630 13.246920 16.885000 0.89 -0.52 -1.87
C 10.179840 13.112350 15.408310 1.17 -0.66 2.41
C 9.297580 13.624850 14.333130 -0.61 -0.88 0.01
C 8.010220 12.674800 14.084580 1.01 2.13 -0.14
P 8.109170 10.960430 13.380200 -0.24 0.36 1.92
C 8.148960 9.914020 14.972970 -0.95 -0.62 -1.28
C 6.738320 9.816470 15.649440 0.61 0.01 -0.07
C 6.551690 8.703940 16.696060 1.36 0.66 0.16
C 7.593000 8.830530 17.856570 -1.81 -0.64 0.11
C 6.579000 10.640180 12.430420 0.50 1.19 -0.38
C 5.718610 11.910080 12.197360 -0.59 -0.48 0.59
C 4.431300 11.389890 11.534440 -0.47 1.28 -0.46
C 3.572670 12.500010 10.858560 0.41 0.87 0.46
C 9.582690 10.762010 12.342930 -0.14 1.14 0.93
C 9.542990 11.745970 11.128940 -0.88 -0.73 0.94
C 10.710360 11.519750 10.237980 0.87 -2.05 -0.57
C 10.892590 12.355750 9.000950 -0.75 0.69 -0.54
H 8.543520 12.802240 16.875220 0.01 -0.08 0.22
H 9.449620 14.276430 17.231840 0.14 -0.01 -0.18
H 10.195710 12.681900 17.546140 -0.25 0.12 0.23
H 10.550890 12.093440 15.297740 -0.71 -0.63 -0.22
H 11.176150 13.554430 15.414200 -0.18 0.93 0.02
H 9.805030 13.907010 13.410650 0.06 -0.53 -0.15
H 9.034850 14.591050 14.763880 -1.10 0.08 -0.42
H 7.410610 13.387300 13.518080 -0.39 -0.69 -0.49
H 7.481840 12.600340 15.035040 0.02 -0.30 0.02
H 8.903500 10.257370 15.680690 -0.04 0.42 -0.21
H 8.455870 8.913080 14.669620 0.06 -0.16 -0.22
H 5.892020 9.686900 14.974840 0.33 0.28 -0.52
H 6.610530 10.770260 16.161340 -0.37 0.05 0.14
H 6.687860 7.682590 16.340520 0.02 0.12 -0.69
H 5.486540 8.775410 16.916180 0.14 0.01 0.92
H 7.592560 9.784530 18.383800 0.24 0.23 -0.43
H 8.574740 8.501960 17.515510 0.01 0.29 0.10
H 7.239750 8.128850 18.612200 0.38 -0.20 0.17
H 6.005540 9.820350 12.863000 0.14 0.07 -0.06
H 6.878930 10.393580 11.411920 0.25 -0.71 0.19
H 6.216420 12.669120 11.593910 0.23 -0.31 -0.37
H 5.531980 12.439330 13.131790 -0.40 -0.19 0.13
H 3.851870 10.882610 12.305820 -0.01 -0.35 -0.23
H 4.757370 10.703090 10.753360 -0.26 -0.30 0.10
H 4.219220 13.350250 10.641370 0.30 -0.08 -0.51
H 2.846590 13.018060 11.485080 -0.17 -0.59 0.51
H 3.032200 12.260280 9.942860 0.27 -0.47 0.07
H 9.684800 9.706820 12.089470 -0.07 -0.01 -0.32
H 10.348250 11.004920 13.079820 0.53 0.02 -0.17
H 9.447190 12.803610 11.374590 -0.21 -0.08 0.48
H 8.623970 11.379440 10.671610 -0.11 0.72 -0.78
H 10.498380 10.522850 9.851520 0.49 -0.46 0.13
H 11.628140 11.401820 10.814060 0.05 0.33 0.14
H 10.450830 11.838420 8.149290 -0.08 0.07 -0.08
H 11.917580 12.577250 8.703580 -0.01 0.05 0.41
H 10.318600 13.275850 9.110740 0.29 0.35 -0.18
C 10.303520 6.423250 4.588860 0.78 0.09 0.60
C 11.844010 6.157600 4.722280 -0.75 0.64 -1.03
C 12.569840 6.633490 3.453550 -0.57 -0.52 -0.77
C 12.324030 5.733090 2.154450 0.79 0.77 0.74
P 13.069540 6.197380 0.535390 0.11 1.15 -0.29
C 11.852390 7.308090 -0.306560 0.44 -1.62 1.07
C 10.478980 6.724850 -0.571740 -0.57 -0.50 0.22
C 9.750870 7.475000 -1.663200 -0.64 1.06 -0.25
C 8.329290 6.967760 -1.795760 -0.01 -0.26 -0.37
C 14.655310 7.207140 0.561090 -1.32 -0.59 0.71
C 14.668280 8.607210 1.244050 -1.15 0.32 -0.60
C 16.013170 9.065550 1.744980 1.05 -0.04 0.75
C 16.825450 9.880220 0.773320 0.78 0.20 -1.49
C 13.292440 4.754690 -0.558500 -0.66 -2.11 0.13
C 12.494310 3.354350 -0.172980 1.01 0.36 -0.44
C 12.967520 2.113110 -1.046050 1.46 1.87 -0.69
C 14.535490 1.831750 -0.966180 -2.42 -1.14 0.29
H 9.857410 6.005620 5.491450 -0.61 -0.34 -0.53
H 9.857580 6.172560 3.626360 0.03 -1.15 0.23
H 10.000430 7.470250 4.592130 0.77 0.45 0.46
H 12.129700 5.136450 4.974750 -0.46 -0.23 -0.10
H 12.232080 6.770240 5.536020 -0.05 0.05 0.07
H 13.641870 6.611940 3.649470 0.05 0.49 -0.19
H 12.140470 7.627860 3.331230 0.69 0.30 -0.45
H 11.290530 5.704980 1.809220 -0.28 -0.42 0.63
H 12.708130 4.761600 2.465560 -0.34 -0.29 -0.47
H 12.294190 7.562490 -1.269980 0.25 0.63 0.28
H 11.767040 8.076140 0.462150 0.10 0.80 -0.66
H 9.864070 6.660810 0.325980 -0.11 0.96 0.38
H 10.407980 5.654920 -0.767450 0.87 -0.27 -0.80
H 10.189190 7.431050 -2.660210 0.53 -0.90 0.03
H 9.799670 8.559980 -1.570770 -0.16 0.21 0.86
H 7.587850 7.208060 -1.033780 0.42 0.29 0.32
H 8.468150 5.886900 -1.772010 -0.67 -0.23 -0.44
H 7.913420 7.310340 -2.743280 -0.09 -0.35 -0.02
H 14.820850 7.245180 -0.515590 0.73 -0.02 0.05
H 15.303260 6.516600 1.100910 0.62 0.05 -0.40
H 13.957210 8.644000 2.069350 -0.11 -0.15 -0.05
H 14.360660 9.361180 0.519480 -0.49 -0.11 -0.10
H 16.514930 8.130950 1.995700 0.66 0.19 0.26
H 15.969130 9.667400 2.652690 -0.53 -0.30 0.24
H 17.861040 10.119770 1.014700 0.14 -0.79 0.59
H 16.519350 10.899600 0.538250 -1.05 -0.11 0.21
H 16.858010 9.351250 -0.179170 0.15 0.06 -0.25
H 14.321720 4.457310 -0.759160 0.30 0.30 0.79
H 13.028920 5.117080 -1.552150 -0.64 -0.02 -0.06
H 11.416410 3.515790 -0.185350 -0.03 0.01 -0.51
H 12.679110 3.100480 0.870810 0.39 0.19 0.12
H 12.828430 2.361480 -2.098220 -0.52 0.07 -0.08
H 12.413530 1.190740 -0.871610 -0.06 0.26 0.40
H 14.656910 1.392700 0.024070 0.92 0.66 0.25
H 15.173750 2.649390 -1.301110 -0.01 -0.14 0.49
H 14.692120 0.967740 -1.611990 0.22 0.20 -0.29
C 13.888010 -0.984390 6.951670 0.32 -2.28 -1.72
C 14.695820 0.260350 6.924520 0.20 1.88 2.10
C 15.634060 0.427500 8.179210 -0.84 -0.93 -0.54
C 16.437410 1.663680 8.212840 2.21 1.46 0.50
P 17.835780 1.678690 9.498010 -2.22 1.17 0.82
C 17.094760 1.412570 11.172130 2.83 -0.68 0.78
C 16.627110 2.594480 11.998290 -0.70 -0.63 -0.45
C 15.309860 2.876250 11.451290 -3.19 2.62 0.11
C 14.650030 4.119980 12.204520 0.11 -1.03 -0.21
C 19.041980 0.406460 9.153050 -0.89 -1.49 -1.15
C 19.602950 0.385690 7.728050 1.70 1.77 0.10
C 20.906750 -0.473450 7.625570 -2.02 0.91 -2.80
C 20.486170 -1.916400 7.446430 1.41 -0.72 1.51
C 18.499620 3.382440 9.463230 -0.02 -0.25 0.13
C 17.530790 4.518500 9.166430 -1.20 1.16 -1.62
C 18.112980 5.912480 9.183790 1.40 1.66 1.17
C 17.224130 7.148220 8.783790 0.34 -0.90 0.87
H 13.603230 -1.145400 5.911920 -0.72 -0.02 -0.03
H 13.012570 -1.131010 7.584280 0.09 0.90 0.14
H 14.456940 -1.902340 7.099290 0.51 0.07 0.36
H 13.943190 1.048000 6.959830 0.03 0.53 0.34
H 15.214140 0.550760 6.010680 0.32 -0.94 -0.16
H 16.328680 -0.407230 8.273170 -0.17 -0.44 -0.33
H 15.029950 0.394210 9.085880 -0.22 -0.10 0.02
H 15.881520 2.589340 8.361980 -0.17 -0.13 0.33
H 17.011190 1.897690 7.316110 -0.05 -0.39 -0.53
H 17.942250 1.134430 11.798630 0.73 -0.75 -0.45
H 16.476200 0.516070 11.214260 -0.40 0.29 -0.25
H 17.268300 3.473480 11.932380 0.22 -0.21 0.20
H 16.437980 2.296110 13.029460 0.80 -0.04 0.16
H 14.668990 1.995890 11.499850 -0.11 -0.02 0.29
H 15.412010 3.060260 10.381810 -0.29 0.38 -0.07
H 15.364920 4.942720 12.193210 -0.19 0.19 -0.11
H 14.435960 3.903260 13.251090 0.60 -0.41 0.23
H 13.649840 4.446820 11.920120 0.23 0.02 -0.90
H 18.411250 -0.482180 9.128530 -0.27 -0.35 0.70
H 19.827440 0.172120 9.871540 -0.18 0.69 0.31
H 19.848340 1.416110 7.470880 0.51 0.33 0.04
H 18.924800 0.176910 6.900640 -0.41 -0.76 0.47
H 21.699950 -0.177990 8.312330 -0.30 -0.49 0.28
H 21.233080 -0.220880 6.616700 0.68 0.44 0.06
H 21.391610 -2.503500 7.292870 -0.01 -0.27 0.24
H 19.866550 -2.177610 6.588560 -0.32 0.65 0.19
H 20.059620 -2.206200 8.406730 -0.36 -0.76 -0.24
H 19.342490 3.293010 8.777910 0.05 0.51 -0.20
H 18.908510 3.622980 10.444580 0.33 -0.38 0.13
H 16.659220 4.584610 9.817650 0.23 -0.49 0.53
H 17.031590 4.539530 8.197690 0.19 -1.09 -0.50
H 19.080610 6.076250 8.709490 -0.04 -0.75 -0.81
H 18.471490 6.074600 10.200300 -0.34 0.19 0.50
H 17.335770 7.877720 9.585960 -0.04 0.14 -0.15
H 16.163450 6.897800 8.764960 -0.05 -0.03 -0.29
H 17.555940 7.627850 7.862940 -0.21 -0.27 -0.06
C -3.796720 8.143610 11.032970 0.67 -1.78 1.20
C -4.746880 7.297460 10.163290 0.32 1.10 -0.70
C -3.883850 6.529590 9.155980 -0.08 0.31 -0.57
C -4.640520 5.747410 8.065700 0.27 -0.61 0.08
P -3.719510 4.179660 7.511120 -0.97 -0.47 0.77
C -2.131270 4.722720 6.615460 -0.20 1.26 1.13
C -1.055200 5.523840 7.523310 -0.42 -1.71 -0.05
C 0.404680 5.062240 7.293110 -0.74 0.80 -0.19
C 1.290640 5.622560 8.392810 1.33 -0.27 -0.43
C -3.389230 3.147120 9.091630 -0.88 0.22 -1.80
C -4.631020 3.211440 10.058900 2.43 0.80 0.69
C -4.016030 2.983640 11.446930 0.28 0.08 1.28
C -4.963990 2.593750 12.554930 -1.43 -0.63 -0.62
C -4.963090 3.165400 6.413890 1.51 1.05 -0.02
C -6.367230 2.857260 6.915410 -0.62 1.68 0.14
C -6.824010 1.423540 6.951580 -1.41 -0.69 -0.32
C -7.651370 0.891740 5.688510 1.86 0.06 1.83
H -3.221260 7.326630 11.468260 0.31 -0.03 0.81
H -4.212520 8.676690 11.887980 -0.35 0.06 -0.38
H -2.956480 8.706700 10.626750 -0.71 0.42 -0.92
H -5.420590 7.966330 9.627720 -0.25 -0.18 -0.20
H -5.353720 6.617510 10.761210 0.05 0.10 0.21
H -3.186440 5.858370 9.657160 0.08 0.15 0.30
H -3.316110 7.303110 8.638830 0.44 -0.17 0.05
H -4.872690 6.395090 7.220300 0.27 -0.19 -0.30
H -5.622930 5.477460 8.453150 0.00 -0.52 -0.07
H -2.487950 5.483890 5.921550 -0.19 -0.35 -0.43
H -1.657430 3.908730 6.066830 -0.21 -0.08 0.13
H -1.267010 5.344470 8.577380 -0.09 -0.12 0.08
H -1.130300 6.606420 7.420920 -0.17 -0.09 -0.39
H 0.748550 5.425070 6.324500 0.01 0.02 -0.10
H 0.518320 3.979320 7.243270 -0.41 -0.10 0.19
H 0.801550 5.712930 9.362710 0.12 -0.12 -0.04
H 1.817240 6.543620 8.142920 -0.70 0.47 -0.05
H 2.159090 4.964870 8.429500 -0.04 -0.31 0.67
H -2.395000 3.389300 9.467070 -0.36 0.78 0.63
H -3.184850 2.122450 8.781180 -0.45 -0.19 -0.42
H -5.448260 2.530350 9.821560 0.21 0.07 -0.20
H -4.928670 4.259380 10.095250 -0.71 -0.26 -0.22
H -3.560790 3.893390 11.838360 0.35 0.37 -0.68
H -3.215010 2.244520 11.433610 0.08 -0.11 -0.28
H -5.919670 3.105040 12.439330 -0.04 0.36 0.08
H -4.634230 2.780190 13.576980 0.29 -0.22 -0.23
H -5.238720 1.553300 12.381480 0.05 -0.24 0.58
H -4.459260 2.240160 6.134280 0.27 0.10 -0.08
H -4.983240 3.831480 5.551330 -0.06 -0.24 -0.35
H -7.114820 3.414640 6.351030 0.22 0.06 -0.75
H -6.550310 3.388280 7.849540 0.32 -0.50 0.63
H -7.573500 1.442170 7.742790 0.37 -0.69 0.46
H -5.986190 0.757760 7.158660 -0.15 -0.15 0.29
H -8.670040 1.270460 5.772150 0.30 0.46 -0.86
H -7.740950 -0.191480 5.770470 0.09 -0.02 0.06
H -6.980170 1.088510 4.852520 -0.98 0.27 -0.66